Record 1
# C16H7BCl32O5

9 unconnected molecules or ions with the total composition C16H7BCl32O5 at a distorted geometry (the ωB97M-V functional and the def2-TZVPD basis, the Open Molecules 2025 dataset).

HOMO level = -10.2 eV
Lowest unoccupied orbital energy = -1.688 eV
Frontier orbital gap = 8.543 eV
SMILES string = C#CCC1=C(B(O)OC)C(=O)OC1=O.ClC(Cl)(Cl)Cl.ClC(Cl)(Cl)Cl.ClC(Cl)(Cl)Cl.ClC(Cl)(Cl)Cl.ClC(Cl)(Cl)Cl.ClC(Cl)(Cl)Cl.ClC(Cl)(Cl)Cl.ClC(Cl)(Cl)Cl

ORCA input file:
```
! wB97M-V def2-TZVPD RIJCOSX def2/J DEFGRID3
* xyz 0 1
C 3.1897 -5.1256 0.1930
C 2.5023 -4.2837 -0.5695
C 1.7025 -3.0908 -1.3487
C 1.7797 -1.7720 -0.3886
C 0.8114 -1.4655 0.6413
B -0.5504 -2.2541 1.0889
O -0.5892 -3.5974 1.6495
O -1.8176 -1.5608 0.8937
C -1.9646 -1.0830 -0.4784
C 1.4646 -0.1024 1.2477
O 0.9969 0.5400 2.2516
O 2.6886 0.3062 0.5588
C 2.9544 -0.6797 -0.4505
O 3.8990 -0.7269 -1.2952
H 3.8095 -5.5225 1.0890
H 0.6174 -3.4514 -1.5087
H 2.2533 -2.9090 -2.3531
H -0.9302 -4.1936 0.9314
H -3.0383 -0.6473 -0.6158
H -1.8666 -1.9357 -1.2513
H -1.2195 -0.2249 -0.7492
C -2.0769 3.0755 2.1681
Cl -3.7470 3.4668 2.6403
Cl -0.9776 3.4630 3.5108
Cl -1.9592 1.3438 1.7861
Cl -1.6208 4.0273 0.7358
C 1.0683 -6.4337 3.6347
Cl -0.7017 -6.3606 3.7923
Cl 1.5690 -5.5767 2.1578
Cl 1.8214 -5.6649 5.0503
Cl 1.5851 -8.1326 3.5380
C -1.8179 4.4262 -3.4455
Cl -3.5892 4.4945 -3.3191
Cl -1.2970 5.2635 -4.9249
Cl -1.0897 5.2181 -2.0291
Cl -1.2934 2.7281 -3.5094
C 1.1459 6.8611 1.0743
Cl 2.3218 7.7071 0.0432
Cl 1.3238 7.4161 2.7539
Cl -0.5012 7.2158 0.5062
Cl 1.4414 5.1088 0.9954
C -6.9705 4.3619 -0.4378
Cl -6.9245 2.6373 -0.0064
Cl -5.3230 5.0270 -0.3959
Cl -7.6440 4.5464 -2.0734
Cl -7.9887 5.2364 0.7261
C -6.9660 5.0139 5.0231
Cl -5.5774 6.0284 5.4739
Cl -8.4221 6.0260 4.8918
Cl -6.6454 4.2326 3.4587
Cl -7.2193 3.7689 6.2668
C 5.0677 -2.0725 -4.4911
Cl 6.1502 -3.0864 -5.4711
Cl 3.6295 -1.6440 -5.4461
Cl 4.5700 -2.9715 -3.0410
Cl 5.9205 -0.5903 -4.0065
C 7.1998 -6.4816 -3.4302
Cl 6.6709 -6.8763 -5.0815
Cl 5.7769 -6.3068 -2.3782
Cl 8.2366 -7.7873 -2.8121
Cl 8.1145 -4.9570 -3.4494
*
```

=====

Record 2
# C16H8BrFN6O9Pd

A molecular structure, C16H8BrFN6O9Pd (the ωB97M-V functional and the def2-TZVPD basis, the Open Molecules 2025 dataset).

HOMO level = -9.9 eV
Lowest unoccupied orbital energy = -3.033 eV
Relative energy (zero: lowest compared OMol25 entry of this formula, charge and spin) = 2.09 kcal/mol
Frontier orbital gap = 6.855 eV

ORCA input file:
```
! wB97M-V def2-TZVPD RIJCOSX def2/J DEFGRID3
* xyz 0 1
Pd -0.6017 0.3238 0.0326
O -0.8739 1.9735 -0.9457
C -2.1110 2.4378 -1.0502
O -3.1023 1.9707 -0.5670
H -2.0879 3.3516 -1.6659
Br -6.4132 -3.3280 2.9055
C -4.5391 -3.3391 2.7298
C -3.8000 -4.3835 3.2771
N -2.4765 -4.4605 3.1926
C -1.8377 -3.4898 2.5521
C -2.4995 -2.4098 1.9794
C -3.8852 -2.3242 2.0650
C -1.7439 -1.3660 1.2858
O -0.4811 -1.4034 1.1384
O -2.3338 -0.3516 0.7762
H -4.3043 -5.1860 3.8021
H -0.7594 -3.5662 2.4858
H -4.4177 -1.4921 1.6242
O -0.9548 -0.8633 -1.4644
N -1.6584 -0.3177 -2.4244
C -1.8989 -1.1037 -3.4115
C -1.4457 -2.4693 -3.4546
N -1.0868 -3.5592 -3.4734
C -2.6654 -0.5823 -4.5079
N -3.2828 -0.1937 -5.3934
F 6.3680 0.3948 -0.8630
C 5.4262 1.3281 -0.7406
C 4.5393 1.2911 0.2519
N 3.5726 2.2713 0.3956
C 2.5436 2.1632 1.3999
C 1.3174 1.4655 0.8815
O 0.2326 1.4630 1.5295
O 1.3393 0.8260 -0.2189
C 3.4242 3.2954 -0.5290
O 2.5295 4.1059 -0.4540
N 4.3803 3.3090 -1.5196
C 5.4120 2.3950 -1.7431
O 6.1772 2.5078 -2.6651
H 4.5471 0.4997 0.9879
H 2.2426 3.1543 1.7345
H 2.9174 1.6069 2.2601
H 4.2917 4.0549 -2.1960
*
```

=====

Record 3
# C16H8Cl2N2O5Ti

A molecular structure, C16H8Cl2N2O5Ti at a distorted geometry (the ωB97M-V functional and the def2-TZVPD basis, the Open Molecules 2025 dataset).

HOMO level (spin up / spin down) = -11.1 / -11.2 eV
Lowest unoccupied orbital energy (spin up / spin down) = -5.028 / -5.082 eV
Frontier orbital gap (spin up / spin down) = 6.075 / 6.110 eV

ORCA input file:
```
! wB97M-V def2-TZVPD RIJCOSX def2/J DEFGRID3
* xyz 1 2
Ti -0.0392 -0.1025 0.0767
O 1.8794 0.7618 -3.4526
C 1.5328 0.5908 -2.2056
O 0.5275 -0.0818 -1.8701
C 2.3054 1.1687 -1.1450
C 3.5094 1.8847 -1.1812
C 4.0973 2.2345 0.0095
C 3.5176 1.8344 1.2332
C 2.3407 1.1404 1.2005
N 1.7300 0.8604 0.0317
C 1.5988 0.5404 2.3567
O 1.8575 0.6481 3.5073
O 0.5410 -0.1932 1.8637
H 1.2521 0.2956 -4.0360
H 3.9627 2.1434 -2.1281
H 5.0236 2.7916 0.0104
H 3.9894 2.0498 2.1822
Cl -3.7303 3.0237 0.0707
C -3.7959 1.3089 0.0499
C -5.0737 0.6903 0.0620
C -5.1854 -0.6637 0.0466
Cl -6.7506 -1.3972 0.0629
C -4.0249 -1.4891 0.0112
C -4.0449 -2.8963 -0.0193
C -2.8736 -3.6047 -0.0634
C -1.6643 -2.9037 -0.0791
N -1.6049 -1.5852 -0.0535
C -2.7716 -0.8560 -0.0026
C -2.6526 0.5615 0.0314
O -1.4134 1.1343 0.0095
H -5.9511 1.3205 0.0844
H -4.9993 -3.4056 -0.0071
H -2.8584 -4.6841 -0.0852
H -0.7170 -3.4275 -0.1087
*
```

=====

Record 4
# C16H9AuN9O2S3

A molecular structure, C16H9AuN9O2S3 (the ωB97M-V functional and the def2-TZVPD basis, the Open Molecules 2025 dataset).

HOMO level = -5.6 eV
Lowest unoccupied orbital energy = 0.660 eV
Frontier orbital gap = 6.309 eV

ORCA input file:
```
! wB97M-V def2-TZVPD RIJCOSX def2/J DEFGRID3
* xyz -1 1
Au -0.0122 0.0789 -0.4273
N 5.7235 -1.5176 4.4805
C 5.2370 -0.9314 3.3242
C 4.6593 -1.7366 2.3315
C 4.1221 -1.1719 1.1967
C 4.1897 0.2070 1.0148
C 4.8040 1.0151 1.9611
C 5.3312 0.4463 3.1047
S 3.4001 0.9259 -0.3648
O 3.3907 -0.0085 -1.4531
O 3.9092 2.2533 -0.5519
N 1.8121 1.0306 0.0722
C 1.3068 1.7366 1.0971
N 1.9566 2.4942 1.9773
C 1.2064 3.0238 2.9325
C -0.1662 2.8276 3.0601
C -0.7680 2.0332 2.1033
N -0.0411 1.5287 1.1229
H 5.1313 -2.2851 4.7948
H 5.8722 -0.8588 5.2298
H 4.6152 -2.8065 2.4801
H 3.6522 -1.7922 0.4446
H 4.8488 2.0827 1.7977
H 5.7998 1.0744 3.8539
H 1.7327 3.6410 3.6537
H -0.7288 3.2650 3.8697
H -1.8242 1.7961 2.1077
S -2.1315 -0.4629 -1.1210
C -1.4479 -1.4258 -2.3871
S 0.2668 -1.3114 -2.2242
C -2.1456 -2.1244 -3.3266
C -1.4634 -2.8761 -4.3275
N -0.8994 -3.4818 -5.1273
C -3.5710 -2.0959 -3.3213
N -4.7211 -2.0516 -3.2943
N 2.3263 -3.5853 4.8771
C 1.7672 -3.5018 3.8597
N 1.1414 -3.5464 2.7091
C 0.7355 -2.4472 2.1426
N 0.2489 -1.5241 1.6220
*
```